A structure of composition CH4CsN2O, computed with ωB97M-V/def2-TZVPD.

Output
Net charge: +1
E_HOMO (eV): -13.60
Frontier orbital gap (eV): 10.140
Lowest unoccupied orbital energy (hartree): -0.1272
ΔE to the lowest compared entry with this formula, charge and spin (kJ/mol): 0.0

Each line ends with the Löwdin charge.
Atoms and positions in Å:
Cs (-3.0919, -0.7788, 2.5518)  1.047
C (-0.0451, -0.0862, -0.1270)  -0.668
O (-1.1089, -0.5059, 0.3368)  -0.167
N (0.3569, -0.3712, -1.3860)  0.177
N (0.8025, 0.6919, 0.6033)  0.168
H (-0.2438, -0.9280, -1.9661)  0.117
H (1.2089, -0.0190, -1.7839)  0.112
H (0.4683, 0.9093, 1.5219)  0.102
H (1.6532, 1.0879, 0.2492)  0.111

Forces on the atoms, in the same order (eV/Å):
0.1452 -0.0247 -0.2733
0.5262 0.1944 -0.3626
-0.2344 0.0028 0.4018
-0.1164 -0.0732 -0.0348
-0.5712 -0.3473 0.0273
-0.0277 -0.0074 0.0347
-0.0251 -0.0029 0.0557
0.3240 0.2396 0.0906
-0.0207 0.0187 0.0606